# 1
Computed, not measured: the molecule C8H16NO4P in a non-equilibrium geometry, with ωB97M-V/def2-TZVPD.

Results
- calculated total energy (a.u.) = -1011.27099
- relative energy (zero: lowest compared OMol25 entry of this formula, charge and spin) (kcal/mol) = 140.52
- SMILES = CC[P@H](ON=O)=C(C)[C@@H]1CO[C@@H](O)C1
- HOMO level (alpha / beta) (eV) = -6.857 / -6.859

Positions of all 30 atoms, in Å:
C (-3.333, -0.416, 1.690)
C (-2.581, -0.116, 0.424)
P (-0.693, -0.020, 0.522)
O (-0.551, 1.475, 0.977)
N (-1.288, 2.599, 0.004)
O (-1.040, 3.699, 0.268)
C (0.006, -0.183, -1.102)
C (-0.604, -1.306, -1.959)
C (1.441, 0.193, -1.229)
C (2.221, -0.687, -0.068)
O (2.178, 0.230, 1.044)
C (2.466, 1.480, 0.550)
O (3.830, 1.734, 0.633)
C (1.883, 1.515, -0.876)
H (-2.775, -0.150, 2.578)
H (-4.203, 0.257, 1.837)
H (-3.598, -1.456, 1.661)
H (-2.965, 0.819, -0.080)
H (-2.769, -1.029, -0.149)
H (-0.595, -0.473, 1.788)
H (-1.369, -1.778, -1.323)
H (0.213, -2.041, -2.144)
H (-1.207, -0.972, -2.831)
H (1.852, -0.201, -2.182)
H (1.654, -1.637, -0.035)
H (3.252, -0.885, -0.345)
H (1.954, 2.117, 1.245)
H (4.072, 1.256, 1.397)
H (2.693, 1.780, -1.526)
H (1.193, 2.368, -0.888)

# 2
Computed, not measured: a cluster of 7 separate species, C40H78BN8O10 in total in a non-equilibrium geometry, with ωB97M-V/def2-TZVPD.

Results
- calculated total energy (a.u.) = -2785.84584
- net charge = +1
- relative energy (zero: lowest compared OMol25 entry of this formula, charge and spin) (kcal/mol) = 58.63
- HOMO level (eV) = -10.491

Positions of all 137 atoms, in Å:
C (1.831, 2.521, -1.296)
O (0.701, 1.678, -1.631)
B (0.551, 0.644, -0.663)
O (1.577, -0.323, -0.603)
C (-0.738, 0.645, 0.335)
C (-2.014, 0.009, -0.340)
C (-1.860, -1.486, -0.820)
C (-1.462, -1.621, -2.353)
C (-1.729, -3.089, -2.856)
N (-0.981, -4.140, -2.134)
C (0.329, -4.352, -2.640)
N (1.341, -4.124, -1.875)
N (0.482, -4.872, -4.001)
C (-1.229, 2.174, 0.574)
C (-0.490, 2.521, 1.942)
C (-0.625, 3.961, 2.542)
N (-0.653, 1.322, 2.860)
C (0.191, 1.418, 4.074)
C (1.717, 1.709, 3.875)
C (2.615, 0.421, 3.703)
C (2.281, -0.895, 4.222)
C (3.178, -2.037, 4.002)
C (4.452, -1.919, 3.300)
C (4.807, -0.577, 2.813)
C (3.895, 0.557, 2.999)
C (-2.158, 1.232, 3.050)
C (-2.699, 0.754, 4.459)
N (-2.239, -0.573, 4.906)
N (-4.181, 0.602, 4.231)
N (-2.639, 1.795, 5.538)
C (-0.368, 0.224, 1.845)
C (-0.520, -1.274, 2.282)
O (0.546, -1.983, 1.581)
N (0.613, -3.280, 2.098)
O (-0.220, -3.951, 1.606)
H (1.700, 3.068, -0.322)
H (1.963, 3.325, -2.093)
H (2.797, 1.937, -1.306)
H (2.388, 0.082, -0.239)
H (-2.959, 0.074, 0.263)
H (-2.215, 0.618, -1.272)
H (-1.208, -2.131, -0.182)
H (-2.896, -1.944, -0.762)
H (-0.366, -1.398, -2.471)
H (-2.043, -0.912, -2.995)
H (-2.831, -3.284, -2.737)
H (-1.515, -3.223, -3.954)
H (-0.993, -4.022, -1.123)
H (2.210, -4.342, -2.378)
H (0.609, -4.107, -4.666)
H (1.310, -5.468, -4.021)
H (-0.879, 2.936, -0.166)
H (-2.342, 2.322, 0.585)
H (0.571, 2.545, 1.546)
H (-0.451, 4.735, 1.747)
H (0.017, 4.119, 3.449)
H (-1.690, 4.126, 2.888)
H (-0.207, 2.283, 4.675)
H (0.116, 0.537, 4.766)
H (1.979, 2.477, 3.109)
H (2.071, 2.144, 4.859)
H (1.341, -1.087, 4.785)
H (2.857, -3.029, 4.393)
H (5.112, -2.799, 3.160)
H (5.790, -0.452, 2.298)
H (4.255, 1.537, 2.591)
H (-2.623, 0.522, 2.310)
H (-2.692, 2.207, 2.862)
H (-1.607, -0.507, 5.712)
H (-3.017, -1.187, 5.135)
H (-4.542, 0.357, 5.163)
H (-4.297, -0.218, 3.626)
H (-2.403, 2.683, 5.074)
H (-1.786, 1.580, 6.076)
H (0.763, 0.300, 1.763)
H (-0.277, -1.417, 3.372)
H (-1.517, -1.696, 1.997)
C (3.358, 4.852, -5.552)
C (2.821, 5.472, -4.287)
O (3.138, 5.046, -3.193)
C (1.878, 6.636, -4.433)
H (4.023, 4.026, -5.297)
H (2.535, 4.466, -6.155)
H (3.923, 5.594, -6.119)
H (0.990, 6.326, -4.988)
H (2.378, 7.457, -4.950)
H (1.574, 6.979, -3.449)
C (2.811, 9.662, -0.861)
C (2.371, 9.927, -2.277)
O (1.867, 9.056, -2.955)
C (2.581, 11.318, -2.818)
H (2.599, 8.623, -0.605)
H (3.884, 9.835, -0.766)
H (2.264, 10.311, -0.174)
H (3.644, 11.563, -2.810)
H (2.024, 12.039, -2.217)
H (2.219, 11.364, -3.845)
C (-4.712, -5.605, -0.881)
C (-4.978, -5.860, -2.344)
O (-4.751, -5.014, -3.181)
C (-5.537, -7.207, -2.721)
H (-4.312, -4.598, -0.757)
H (-5.641, -5.686, -0.314)
H (-3.979, -6.322, -0.506)
H (-6.503, -7.359, -2.235)
H (-4.840, -7.995, -2.426)
H (-5.678, -7.250, -3.801)
C (-5.571, 1.670, -4.742)
C (-4.910, 0.326, -4.574)
O (-4.461, -0.027, -3.503)
C (-4.831, -0.563, -5.787)
H (-5.558, 2.201, -3.791)
H (-5.028, 2.262, -5.482)
H (-6.608, 1.538, -5.056)
H (-4.254, -0.069, -6.572)
H (-5.835, -0.793, -6.146)
H (-4.332, -1.495, -5.520)
C (1.254, -9.156, -4.058)
C (-0.078, -9.295, -4.754)
O (-0.287, -10.195, -5.537)
C (-1.135, -8.271, -4.434)
H (1.916, -9.958, -4.382)
H (1.710, -8.198, -4.318)
H (1.118, -9.227, -2.977)
H (-0.783, -7.274, -4.710)
H (-1.375, -8.304, -3.369)
H (-2.038, -8.493, -5.004)
C (6.327, 0.428, 8.407)
C (4.948, 0.190, 7.848)
O (3.990, 0.824, 8.239)
C (4.804, -0.866, 6.783)
H (6.281, 1.213, 9.162)
H (6.702, -0.485, 8.873)
H (7.002, 0.747, 7.610)
H (5.111, -1.837, 7.177)
H (5.410, -0.603, 5.914)
H (3.762, -0.927, 6.476)

# 3
Computed, not measured: a cluster of 2 separate species, ClNO7 in total in a non-equilibrium geometry, with ωB97M-V/def2-TZVPD.

Results
- calculated total energy (a.u.) = -1041.21143
- net charge = -2
- relative energy (zero: lowest compared OMol25 entry of this formula, charge and spin) (kcal/mol) = 51.48
- HOMO level (eV) = -0.020

Positions of all 9 atoms, in Å:
N (1.992, 0.462, 0.323)
O (1.874, 1.029, -0.723)
O (1.985, -0.694, 0.319)
O (1.847, 1.058, 1.349)
Cl (-1.573, -0.362, -0.204)
O (-0.830, -0.997, -1.268)
O (-1.764, 0.837, -0.955)
O (-2.773, -1.117, 0.122)
O (-0.758, -0.215, 1.036)

Which of these has the lowest calculated total energy?
C40H78BN8O10

Which formula does entry 2 have?
C40H78BN8O10

Number 2 is which compound?
C40H78BN8O10